Entry 1:
The following is a quantum chemistry calculation of C12H26Cl3N7OSSiTa as an isolated structure at a distorted geometry, from the Open Molecules 2025 dataset.

The charge is +3. Its electronic energy is -83152.93605 eV. The LUMO energy is -11.70 eV. For the HOMO-LUMO gap, the calculation gives 6.59 eV.

The geometry in XYZ format:
```
52
Properties=species:S:1:pos:R:3:forces:R:3
Ta 9.0999 8.6524 8.1857 -0.856 1.622 1.714
N 8.5644 7.0649 9.6771 0.312 -0.980 0.386
C 9.0147 5.6791 9.2348 0.600 0.124 0.992
C 8.8755 5.4698 7.7454 0.879 -0.262 0.116
N 9.0468 6.7250 6.9496 -1.118 0.272 -0.669
C 7.8445 6.8904 6.0203 0.238 -0.495 1.075
C 6.5785 7.2683 6.7373 -0.245 -1.519 0.487
N 6.8948 8.2156 7.8390 -0.858 0.273 0.780
C 10.2333 6.6688 6.0313 -0.307 1.437 0.443
C 10.3771 8.0707 5.4107 0.826 -0.925 -0.405
N 10.1191 9.1188 6.4044 0.859 0.970 -1.238
H 7.6215 6.9487 10.0436 -0.010 0.363 0.049
H 9.1572 7.3106 10.4871 -0.562 -0.221 -0.191
H 10.0484 5.5661 9.5981 -0.506 0.043 -0.424
H 8.4541 4.9275 9.7824 -0.237 -0.056 -0.021
H 9.6225 4.7189 7.4541 -0.054 0.298 -0.129
H 7.9428 5.0096 7.4938 -0.734 -0.040 -0.072
H 8.0975 7.6306 5.3175 0.186 0.941 -0.793
H 7.7125 5.9757 5.4859 -0.112 -0.728 -0.461
H 5.8951 7.7135 6.0256 -0.145 0.137 -0.034
H 6.0560 6.3872 7.1370 0.271 0.237 0.058
H 6.5871 9.0871 7.4216 -0.259 0.529 0.120
H 6.2390 8.0841 8.6580 1.056 0.001 -1.103
H 11.1019 6.4387 6.6241 0.295 -0.161 0.209
H 10.1126 5.9143 5.2755 -0.156 -0.391 -0.350
H 11.4064 8.1996 5.1205 0.355 -0.139 -0.541
H 9.7787 8.2437 4.5406 -0.381 -0.065 -0.455
H 11.0498 9.3292 6.7843 -0.304 0.201 -0.087
H 9.8623 10.0457 5.9582 0.446 -0.953 0.193
C 6.3883 10.5020 10.2505 -0.131 0.118 0.791
S 8.1299 10.0040 10.2678 0.242 0.947 0.247
C 8.7742 11.7824 10.3472 -0.459 -1.372 1.324
H 6.2213 11.0677 11.1892 0.151 -0.390 -0.436
H 5.7286 9.6464 10.2661 -0.158 -0.197 -0.054
H 6.2031 11.1693 9.4216 -0.138 0.005 -0.267
H 9.8446 11.6953 10.2337 -0.139 0.517 -0.185
H 8.5406 12.0828 11.3953 -0.005 -0.038 -0.882
H 8.2003 12.3082 9.5915 0.412 0.354 0.107
Cl 9.5567 12.2855 6.1560 -0.433 -1.224 0.074
Si 7.9820 11.1557 7.0241 0.189 0.881 -0.739
Cl 6.8506 12.8442 7.4976 -0.012 -1.186 0.186
Cl 6.8204 10.0693 5.5474 0.588 1.137 0.034
N 12.7512 6.6717 9.5231 -0.240 -0.023 -0.325
C 12.0088 7.7339 9.2619 0.838 1.532 0.566
O 10.8011 7.6132 8.7765 0.116 0.092 -0.185
C 12.4796 9.0910 9.5161 0.647 -1.379 -0.180
C 11.5250 9.9489 9.1026 -1.592 0.690 -0.606
N 10.5135 10.3594 8.6545 0.499 -1.028 0.688
C 13.8546 9.4330 9.5995 0.266 -0.302 -0.213
N 14.9815 9.5875 9.4344 0.033 0.081 0.358
H 12.5378 5.7759 9.0977 -0.012 0.123 0.275
H 13.6480 6.7506 9.9999 -0.138 0.149 -0.227
```
Positions in Å, forces in eV/Å.

---

Entry 2:
The following is a quantum chemistry calculation of a 2-piece molecular cluster, C3H5O2SSi overall at a distorted geometry, from the Open Molecules 2025 dataset.

The charge is -1. Its electronic energy is -25999.58448 eV. The LUMO energy is 3.60 eV. For the HOMO-LUMO gap, the calculation gives 7.78 eV.

The geometry in XYZ format:
```
12
Properties=species:S:1:pos:R:3:forces:R:3
C 3.5260 -1.8589 0.7516 -4.254 4.544 -1.065
C 2.6931 -0.9589 0.5396 3.781 -2.914 0.887
C -0.8785 2.2131 -1.2591 0.441 0.483 0.905
O -0.7444 2.0341 -2.4230 -0.203 -0.015 -0.736
O -1.1278 2.9920 -0.3798 -0.271 -0.176 -0.297
Si -2.1196 -0.3283 0.3772 2.617 -1.663 -2.116
S -0.1826 0.3250 -0.2738 -0.982 -0.354 0.204
H 4.0509 -2.7233 0.8491 1.220 -1.792 0.297
H 2.1743 -0.0459 0.3828 -0.493 0.007 -0.023
H -3.0425 -0.2207 -0.8141 -0.142 -0.098 0.671
H -1.8793 -1.8474 0.7454 -0.692 1.212 -0.149
H -2.4696 0.4194 1.5042 -1.024 0.765 1.422
```
Positions in Å, forces in eV/Å.

---

Entry 3:
The following is a quantum chemistry calculation of C16H28F3N2O9S3V as an isolated structure at a distorted geometry, from the Open Molecules 2025 dataset.

Its electronic energy is -104793.70769 eV. The LUMO energy (spin up / spin down) is -2.78 / -2.86 eV. As for the multiplicity: 3. For the HOMO-LUMO gap (spin up / spin down), the calculation gives 6.74 / 6.66 eV.

The geometry in XYZ format:
```
62
Properties=species:S:1:pos:R:3:forces:R:3
O -3.1890 -2.7334 -3.8844 -2.285 1.020 2.662
V -3.7570 -2.0050 -2.5651 3.610 -1.060 -3.236
C 0.6699 -2.0052 -1.1147 0.067 0.518 -0.606
F 1.8871 -1.4576 -0.8820 -0.999 -0.303 -0.292
F 0.8432 -3.0899 -1.9115 -0.444 1.251 0.776
F 0.1583 -2.3813 0.0565 0.065 -0.226 -0.210
S -0.5188 -0.6294 -1.8444 -0.592 1.769 -1.514
O 0.0849 -0.0978 -3.0667 -0.081 -1.472 2.151
O -1.8104 -1.3240 -2.1634 0.028 -0.485 0.942
O -0.7449 0.3588 -0.8001 0.692 -1.185 -0.044
C 3.6824 -2.6589 -3.7442 -1.087 0.531 -0.233
C 4.6428 -3.5049 -2.9972 1.698 -0.633 0.432
O 5.6502 -3.9000 -3.5672 -0.806 0.244 0.612
C 4.3909 -3.9554 -1.5337 -0.025 0.770 -0.253
H 3.2749 -1.7823 -3.2406 0.244 -0.067 0.499
H 2.8045 -3.2828 -3.9118 -0.178 -0.089 -0.261
H 4.0685 -2.3039 -4.6998 0.195 -0.404 0.080
H 5.3345 -4.2305 -1.0626 -0.101 -0.480 -0.358
H 3.6354 -4.7395 -1.4842 0.240 -0.307 -0.169
H 3.9980 -3.1811 -0.8748 -0.176 0.443 -0.350
C 2.8854 -3.2211 2.4725 0.954 -0.504 0.241
C 4.1090 -4.0790 2.3702 1.047 0.445 -0.225
N 5.0735 -4.7177 2.2623 -1.553 0.841 0.193
H 2.6518 -3.0922 3.5294 -0.625 -0.841 0.001
H 2.1678 -3.7216 1.8226 -0.534 0.305 0.553
H 2.9762 -2.1670 2.2100 0.688 -0.239 -0.803
C 0.3080 1.2885 -5.3174 -1.464 -1.290 -1.033
C -0.8984 0.4350 -5.5178 0.555 1.034 0.192
N -1.7877 -0.2742 -5.6271 -0.641 -0.306 -0.175
H 0.0756 2.0498 -4.5726 0.478 -0.275 0.022
H 0.5366 1.7111 -6.2958 0.266 0.162 0.195
H 0.9913 0.4838 -5.0461 0.705 0.904 0.334
C -3.6213 2.4364 0.0078 -2.422 -0.297 -0.460
C -2.6327 2.9384 0.9789 0.571 0.941 0.148
C -2.6100 4.4942 0.8450 0.006 -1.130 -0.032
S -4.3584 4.9055 0.5865 -1.734 1.561 1.084
O -4.5360 5.5482 -0.7136 0.388 -0.175 1.141
O -4.9191 5.5310 1.8349 1.279 -1.467 -2.832
C -4.9540 3.2047 0.4028 0.246 -0.507 0.568
H -3.6300 1.3485 0.0747 -0.624 -0.087 0.227
H -3.3617 2.6156 -1.0355 0.001 0.461 -0.027
H -1.7054 2.4227 0.7293 0.397 0.464 0.517
H -3.0354 2.6661 1.9545 0.581 -0.071 0.288
H -2.1039 4.7779 -0.0778 0.048 0.167 0.141
H -2.2057 4.9895 1.7278 -0.229 0.161 -0.212
H -5.9011 3.0724 -0.1202 0.565 0.585 -1.210
H -5.3929 3.0318 1.3854 1.002 -0.661 0.648
C 1.0487 0.2729 2.9497 -1.810 -3.066 -2.613
C 1.1078 1.5112 3.7234 1.274 0.650 0.953
C 0.0042 1.5951 4.7239 -3.321 -1.119 0.200
S -1.2028 0.1281 4.3084 1.749 -0.024 -3.082
O -2.5518 0.5710 4.0800 -0.664 0.274 1.054
O -0.9084 -1.1351 4.9718 -0.164 1.236 0.291
C -0.4602 -0.0127 2.6197 0.332 0.287 1.920
H 1.4876 -0.6005 3.4321 0.045 0.100 0.113
H 1.4212 0.3521 1.9284 0.932 0.221 0.261
H 1.0018 2.3173 2.9973 0.326 0.356 0.422
H 2.0645 1.5034 4.2457 0.169 0.656 -0.235
H -0.6523 2.4080 4.4136 -0.123 0.120 0.640
H 0.0437 1.5037 5.8093 0.941 0.384 -0.162
H -0.8068 0.7849 1.9627 -0.324 -0.022 0.221
H -0.8241 -0.9735 2.2556 0.626 -0.068 -0.098
```
Positions in Å, forces in eV/Å.

---

Entry 4:
The following is a quantum chemistry calculation of one molecule with the formula C5H5N3O at a distorted geometry, from the Open Molecules 2025 dataset.

The structure (SMILES) is O=C=NCn1ccnc1. Its electronic energy is -11781.39855 eV. The LUMO energy is -0.53 eV. For the HOMO-LUMO gap, the calculation gives 8.60 eV.

The geometry in XYZ format:
```
14
Properties=species:S:1:pos:R:3:forces:R:3
C 1.1544 2.0447 0.4022 2.966 0.826 0.012
C 0.5169 1.1653 1.1821 0.081 -0.036 5.073
C -0.0419 0.8355 -0.7678 -0.135 -0.361 -7.649
C -3.2833 -0.5969 0.1504 -4.567 -3.229 0.244
C -0.9361 -1.0208 0.7396 0.008 1.309 -4.647
N 0.8675 1.7733 -0.8858 -1.271 0.016 -0.550
N -0.3313 0.3880 0.3994 -0.770 -1.592 4.168
N -2.4335 -1.2321 0.7944 2.735 2.615 -0.871
O -4.4276 -0.5410 -0.2455 4.126 1.427 0.618
H 2.0636 2.6924 0.6030 -1.699 -0.685 0.239
H 0.6742 1.1304 2.3168 -0.801 -0.445 -1.922
H -0.4881 -1.5900 -0.2003 -1.186 0.549 2.317
H -0.4768 -1.2849 1.6327 0.481 -0.683 1.499
H -0.4136 0.3871 -1.7370 0.033 0.289 1.469
```
Positions in Å, forces in eV/Å.

---

Entry 5:
The following is a quantum chemistry calculation of one molecule with the formula C6H13NOS at a distorted geometry, from the Open Molecules 2025 dataset.

Its electronic energy is -20802.19264 eV. The LUMO energy is 0.88 eV. For the HOMO-LUMO gap, the calculation gives 9.90 eV.

The geometry in XYZ format:
```
22
Properties=species:S:1:pos:R:3:forces:R:3
C 3.8455 0.8659 0.4466 1.199 -1.764 -0.347
C 2.8171 0.9323 -0.3818 -0.480 -2.378 0.592
C -1.7909 0.8803 0.5904 0.694 -4.220 2.022
C -0.8713 -0.1539 -1.5101 -0.769 -0.870 0.545
C -1.1707 -1.6623 0.3595 3.135 -0.635 2.454
C -0.8021 -0.2089 0.0396 -1.116 -0.419 -3.575
N 0.5732 0.1414 0.2809 -0.194 0.155 0.481
O 2.5248 -1.5322 0.3768 1.326 -2.592 1.566
S 1.8390 -0.6646 -0.5197 -0.744 3.264 -0.291
H 4.3920 1.6950 0.8116 0.278 1.072 0.088
H 4.3843 -0.1315 0.7410 -1.798 1.677 -0.562
H 2.1571 1.6404 -0.8208 0.401 1.306 0.003
H -1.3624 1.1021 1.6091 -1.288 -0.058 -0.549
H -1.6525 1.7053 -0.0028 -0.267 2.109 -1.379
H -2.8217 0.3471 0.5473 1.610 1.622 0.388
H -0.5598 -1.0147 -2.0176 1.126 -1.870 -0.061
H -0.3251 0.5590 -2.0048 1.604 2.420 -0.463
H -1.7816 -0.1010 -2.0071 -2.681 0.512 0.025
H -0.8199 -2.4381 -0.3699 -0.117 0.930 0.653
H -0.7131 -1.8932 1.3911 -0.126 0.032 -1.462
H -2.1501 -1.8496 0.6086 -2.722 -0.071 -0.162
H 0.6807 0.5445 1.2034 0.928 -0.223 0.037
```
Positions in Å, forces in eV/Å.

---

Entry 6:
The following is a quantum chemistry calculation of an isolated ion of composition C3H6BrO2S and charge -1 at a distorted geometry, from the Open Molecules 2025 dataset.

The charge is -1. Its electronic energy is -88181.54552 eV. The LUMO energy is 3.34 eV. For the HOMO-LUMO gap, the calculation gives 7.02 eV.

The geometry in XYZ format:
```
13
Properties=species:S:1:pos:R:3:forces:R:3
C 0.4187 0.8732 0.0283 -0.462 -1.565 3.297
C -0.3318 -0.4098 0.5713 0.207 -0.166 2.129
C -0.7381 -1.4810 -0.4401 -1.210 0.443 -0.159
O 0.2735 -1.1836 -2.8324 -0.283 0.297 -0.352
O 1.8831 -2.2916 -1.3709 -1.317 0.046 0.326
S 0.4579 -2.2739 -1.8508 0.947 0.209 0.479
Br -1.6760 -3.0783 0.4866 0.598 0.826 -0.185
H 1.4207 0.6220 -0.2346 0.450 -0.192 -1.027
H 0.5453 1.4894 0.9424 -0.153 -0.018 -0.391
H -0.1670 1.4228 -0.6355 -0.570 0.728 -1.542
H 0.3103 -0.8779 1.3551 0.193 0.128 -0.819
H -1.1839 -0.1253 1.3122 0.726 -0.162 -1.798
H -1.6156 -1.0694 -1.0013 0.875 -0.574 0.041
```
Positions in Å, forces in eV/Å.